Record 1
2 unconnected molecules or ions with the total composition C23H26N3O3 at a distorted geometry, computed with wB97M-V/def2-TZVPD.

Last column: Löwdin charge in e.
Cartesian coordinates (Å):
C: 1.5634 -3.9884 0.8748  0.022
N: 2.7568 -3.1643 0.8760  -0.030
C: 4.0046 -3.7572 0.7680  0.007
C: 4.9226 -2.7678 0.7607  0.013
N: 4.2397 -1.5678 0.8603  -0.028
C: 4.9411 -0.3008 0.8690  0.023
C: 2.8992 -1.8052 0.9570  -0.054
C: 1.8704 -0.7542 0.8219  -0.253
C: 0.4533 -1.1236 1.0296  -0.047
C: -0.4778 -0.7931 0.1041  -0.039
C: -1.6909 -1.5837 -0.0386  -0.218
C: -2.3036 -1.7258 -1.3058  -0.022
C: -3.3486 -2.6259 -1.4921  -0.069
C: -3.8337 -3.3817 -0.4154  -0.069
C: -3.2688 -3.2179 0.8547  -0.073
C: -2.2127 -2.3269 1.0498  -0.038
O: 2.2180 0.4000 0.5010  0.088
H: 0.6618 -3.4113 1.0756  0.069
H: 1.4574 -4.4891 -0.0979  0.120
H: 1.6722 -4.7656 1.6441  0.115
H: 4.1253 -4.8257 0.6897  0.144
H: 5.9946 -2.8144 0.6706  0.145
H: 4.2166 0.5122 0.8858  0.076
H: 5.5993 -0.2511 1.7452  0.114
H: 5.5623 -0.2247 -0.0316  0.117
H: 0.2426 -1.6498 1.9715  0.118
H: -0.2145 -0.0876 -0.6930  0.108
H: -1.9102 -1.1395 -2.1400  0.120
H: -3.7839 -2.7507 -2.4829  0.110
H: -4.6505 -4.0880 -0.5610  0.110
H: -3.6438 -3.7891 1.7039  0.109
H: -1.7753 -2.1906 2.0437  0.110
C: 2.8903 3.7565 0.9303  -0.072
C: 1.8987 3.7249 -0.2008  -0.227
O: 0.8382 2.8193 0.1927  -0.042
C: -0.1204 2.7163 -0.7620  -0.500
C: -1.2088 1.8469 -0.3571  -0.076
N: -2.4520 2.3114 -0.8114  -0.046
C: -2.6601 2.6121 -2.1429  -0.004
C: -3.8864 3.0842 -2.5690  -0.035
C: -4.9302 3.2754 -1.6612  -0.054
C: -4.7127 2.9230 -0.3262  -0.047
C: -3.5027 2.4023 0.0722  -0.015
O: -0.0527 3.3516 -1.8202  0.031
H: 3.8265 4.2046 0.5834  0.081
H: 2.5043 4.3785 1.7475  0.083
H: 3.0896 2.7494 1.3112  0.054
H: 1.4663 4.7216 -0.3632  0.129
H: 2.3626 3.3670 -1.1291  0.126
H: -1.2056 1.5520 0.6890  0.107
H: -1.8050 2.5143 -2.8034  0.131
H: -4.0074 3.3098 -3.6262  0.118
H: -5.8858 3.6886 -1.9733  0.112
H: -5.4790 3.0409 0.4353  0.116
H: -3.2547 2.0986 1.0853  0.134

Properties
Molar mass   392.479 g/mol
Total charge   +1
Gap between HOMO and LUMO   5.324 eV
Lowest unoccupied orbital energy   -3.999 eV
Highest occupied orbital energy   -9.32 eV

=====

Record 2
A single C5H11N3S molecule at a distorted geometry, computed with wB97M-V/def2-TZVPD.

Last column: Löwdin charge in e.
Cartesian coordinates (Å):
C: -0.5558 0.3351 2.2536  -0.358
C: 1.0739 0.3227 0.5776  -0.483
C: 0.9926 -0.4205 -2.2393  -0.532
C: -0.8856 1.0126 3.6121  -0.035
C: -1.5832 -0.5502 1.6099  -0.111
N: 0.5927 0.6370 1.7179  -0.032
N: 1.2042 -0.5628 -4.5484  -0.018
N: 0.4387 -0.6263 -3.4104  -0.248
S: 0.1165 -0.3003 -0.7536  0.978
H: 2.0280 0.7567 0.2773  0.066
H: 2.0442 0.0149 -2.2068  0.089
H: 0.0319 1.5534 3.9249  0.085
H: -1.7415 1.5121 3.3851  0.030
H: -1.0738 0.2866 4.4156  0.075
H: -1.9944 -0.2988 0.6078  0.044
H: -2.4800 -0.6397 2.1408  0.052
H: -1.1690 -1.4991 1.2895  0.062
H: 1.9152 0.2880 -4.6383  0.141
H: 1.6036 -1.4647 -4.5661  0.058
H: -0.5581 -0.3569 -3.4492  0.137

Properties
Molar mass   145.231 g/mol
Total charge   0
Gap between HOMO and LUMO (alpha / beta)   7.397 / 6.178 eV
Lowest unoccupied orbital energy (alpha / beta)   0.764 / 0.127 eV
Highest occupied orbital energy (alpha / beta)   -6.63 / -6.05 eV

=====

- Which value of molar mass does entry 2 give?
  145.231 g/mol

=====

- The highest total charge belongs to which entry?
  C23H26N3O3

=====

- The highest molar mass belongs to which entry?
  C23H26N3O3

=====

- Which value of total charge does entry 2 give?
  0